This record from OMol25 describes 2 unconnected molecules or ions with the total composition C7H10. The level of theory is the ωB97M-V functional and the def2-TZVPD basis.

CARTESIAN COORDINATES (ANGSTROEM)
C1 0.4232 0.9181 0.9235
C2 0.8180 -0.3561 0.7695
C3 0.4517 -1.6927 0.2265
C4 1.0390 -0.6565 -0.6795
C5 0.3049 0.4149 -1.4328
C6 -1.1046 0.7074 -1.0466
C7 0.0191 1.5106 -0.3976
H1 0.3429 1.4687 1.8542
H2 1.0029 -2.6007 0.4506
H3 -0.6262 -1.8403 0.1412
H4 2.1098 -0.7294 -0.8668
H5 0.6392 0.6767 -2.4306
H6 -1.7149 1.2164 -1.7883
H7 -1.6555 -0.0215 -0.4535
H8 0.0394 2.5777 -0.6005
H9 -1.4091 -0.7309 2.6314
H10 -0.6798 -0.8624 2.6995

Atoms 1-2, force components in eV/Å:
C -0.029 -0.026 -0.026
C 0.020 0.369 -0.336

## Properties
Total charge ... 0
Maximum force ... 0.61 eV/Å
SMILES string ... C1=C2C[C@H]2[C@H]2C[C@@H]12.[H][H]
Molar mass ... 94.2 g mol⁻¹
HOMO ... -8.2 eV
Frontier orbital gap ... 9.1 eV
LUMO energy ... 0.03424 hartree
2S+1 ... 1

This record from OMol25 describes 3 unconnected molecules or ions with the total composition C13H18F3NO12S2 at a distorted geometry. The level of theory is the ωB97M-V functional and the def2-TZVPD basis.

CARTESIAN COORDINATES (ANGSTROEM)
N1 -4.4655 2.0345 2.6891
C1 -5.0224 0.6656 2.5554
C2 -5.3029 0.3039 1.1086
C3 -4.5953 0.5962 0.0174
C4 -3.3332 1.4128 -0.0690
C5 -2.5309 1.2429 -1.3845
O1 -1.2864 0.5993 -1.0403
C6 -0.7540 -0.1409 -2.1233
C7 -1.1042 -1.6497 -1.8878
F1 -1.6177 -1.8848 -0.7036
F2 0.0427 -2.3572 -1.9788
F3 -1.9049 -2.1041 -2.8463
C8 -5.3958 -0.0732 -1.0846
O2 -5.0937 -0.3775 -2.1616
O3 -6.6816 -0.3856 -0.6318
C9 -6.5259 -0.5040 0.7395
O4 -7.2505 -1.1014 1.4051
H1 -5.2289 2.7020 2.7688
H2 -3.9913 2.0354 3.5899
H3 -4.2342 -0.0233 2.9044
H4 -5.9229 0.5491 3.1782
H5 -3.6064 2.4761 0.0255
H6 -2.6478 1.2026 0.7623
H7 -3.0601 0.6919 -2.1729
H8 -2.2498 2.2487 -1.7489
H9 0.3469 0.0008 -2.1648
H10 -1.1404 0.1705 -3.1063
O5 3.3804 2.5273 -4.0782
S1 3.1818 1.3334 -3.3406
O6 2.0565 0.4911 -3.5467
O7 3.2859 1.6813 -1.7757
C10 4.3210 0.8947 -1.1687
C11 5.3154 0.6373 -2.2803
O8 4.5094 0.4324 -3.4474
H11 3.8768 -0.0358 -0.8100
H12 4.7624 1.4270 -0.3356
H13 5.9394 -0.2318 -2.0880
H14 5.9511 1.5086 -2.4550
O9 5.2924 0.3039 1.4637
S2 4.8209 -0.2763 2.6735
O10 4.7697 0.4471 3.8881
O11 5.6198 -1.6509 2.9133
C12 4.6961 -2.7425 3.0016
C13 3.5146 -2.3224 2.1520
O12 3.3725 -0.9190 2.4000
H15 4.4103 -2.8642 4.0486
H16 5.1576 -3.6599 2.6439
H17 2.6018 -2.8514 2.4138
H18 3.7213 -2.4606 1.0878

Atoms 1-2, force components in eV/Å:
N -0.162 -0.500 0.316
C 0.296 0.137 -0.302

## Properties
Total charge ... 0
Maximum force ... 3.91 eV/Å
SMILES string ... NCC1=C(CCOCC(F)(F)F)C(=O)OC1=O.O=S1(=O)OCCO1.O=S1(=O)OCCO1
Molar mass ... 501.4 g mol⁻¹
HOMO ... -10.1 eV
Frontier orbital gap ... 9.9 eV
LUMO energy ... -0.00778 hartree
2S+1 ... 1

This record from OMol25 describes 3 unconnected molecules or ions with the total composition C2H8NOS at a distorted geometry. The level of theory is the ωB97M-V functional and the def2-TZVPD basis.

CARTESIAN COORDINATES (ANGSTROEM)
C1 -0.0544 1.2194 0.4332
C2 0.3816 1.5562 -0.9492
S1 0.5620 -1.4114 -1.7714
N1 -1.1784 0.2929 0.6940
H1 -0.4296 2.1318 0.9146
H2 0.7601 0.8730 1.0955
H3 1.1549 2.3214 -0.7210
H4 -0.3688 2.0692 -1.5451
H5 -0.9772 -0.5488 0.1462
H6 -1.0049 0.0596 1.7251
H7 -0.8855 -0.3432 3.7970
H8 0.9116 0.8846 -1.7673
O1 -0.2500 -0.4009 3.0717

Atoms 1-2, force components in eV/Å:
C -1.310 -1.351 1.731
C 1.276 0.804 -1.136

## Properties
Total charge ... -1
Maximum force ... 2.56 eV/Å
Molar mass ... 94.2 g mol⁻¹
HOMO ... -3.2 eV
Frontier orbital gap ... 3.5 eV
LUMO energy ... 0.00846 hartree
2S+1 ... 1

This record from OMol25 describes a molecular structure, C45H26BiCl2I4N4S4Sb at a distorted geometry. The level of theory is the ωB97M-V functional and the def2-TZVPD basis.

CARTESIAN COORDINATES (ANGSTROEM)
Bi1 0.2894 0.5876 0.5089
I1 -3.2070 6.3515 -6.6041
C1 -2.3455 5.1900 -5.0600
C2 -1.7649 5.8168 -3.9772
C3 -1.2199 5.0397 -2.9582
C4 -1.2592 3.6572 -3.0259
C5 -1.8440 3.0523 -4.1405
C6 -2.3959 3.8084 -5.1592
C7 -0.7342 2.7392 -1.9342
C8 -1.8954 2.0230 -1.2947
C9 -3.2459 2.3136 -1.4398
C10 -3.9248 1.6215 -0.4285
C11 -2.9687 0.9119 0.2946
C12 -3.1698 0.0841 1.4474
C13 -4.4954 0.1296 2.1154
C14 -5.6589 -0.2468 1.4470
C15 -6.8907 -0.2237 2.0853
C16 -6.9534 0.1846 3.4047
I2 -8.8312 0.2286 4.3767
C17 -5.8177 0.5608 4.0990
C18 -4.5920 0.5250 3.4499
C19 -2.2628 -0.8320 1.9118
N1 -0.9859 -1.0722 1.4139
C20 -0.5477 -2.2486 1.9508
C21 0.6363 -2.9281 1.6411
C22 0.8892 -4.2291 2.2990
C23 1.1129 -5.3763 1.5276
C24 1.3335 -6.6141 2.1098
C25 1.3315 -6.7149 3.4911
I3 1.6513 -8.6006 4.3931
C26 1.1312 -5.6038 4.2898
C27 0.9146 -4.3720 3.6899
C28 1.6082 -2.4915 0.7030
C29 2.9254 -3.0676 0.5677
C30 3.5775 -2.3529 -0.3836
C31 2.6709 -1.3372 -0.8430
N2 1.4732 -1.4546 -0.1447
C32 2.9290 -0.4832 -1.9055
C33 2.0328 0.4673 -2.4542
C34 2.2884 1.3648 -3.5180
C35 1.2283 2.2509 -3.5592
C36 0.3618 1.8750 -2.5107
N3 0.8166 0.7836 -1.8867
C37 4.3166 -0.4696 -2.4450
C38 5.3633 -0.0856 -1.6041
C39 6.6699 -0.0155 -2.0602
C40 6.9342 -0.3391 -3.3792
I4 8.9253 -0.2424 -4.0859
C41 5.9228 -0.7230 -4.2391
C42 4.6185 -0.7830 -3.7670
C43 -1.5662 -2.7523 2.8494
C44 -2.5928 -1.8766 2.8441
N4 -1.7313 1.1599 -0.2537
H1 -1.7409 6.8955 -3.9058
H2 -0.7618 5.5176 -2.1011
H3 -1.8766 1.9718 -4.1994
H4 -2.8661 3.3281 -6.0066
H5 -3.6877 2.9620 -2.1774
H6 -4.9840 1.6512 -0.2346
H7 -5.5936 -0.5856 0.4208
H8 -7.7815 -0.5414 1.5602
H9 -5.8764 0.8718 5.1331
H10 -3.6914 0.8252 3.9680
H11 1.1026 -5.2825 0.4490
H12 1.5012 -7.4869 1.4929
H13 1.1596 -5.6844 5.3684
H14 0.7892 -3.4906 4.3068
H15 3.3022 -3.9009 1.1380
H16 4.5783 -2.5136 -0.7523
H17 3.1627 1.3780 -4.1496
H18 1.1018 3.0938 -4.2199
H19 5.1419 0.1635 -0.5771
H20 7.4602 0.2938 -1.3899
H21 6.1397 -0.9726 -5.2690
H22 3.8282 -1.0965 -4.4375
H23 -1.5166 -3.6799 3.3930
H24 -3.5244 -1.9471 3.3815
S1 -0.3376 6.3216 1.8386
Sb1 -1.5577 4.5722 1.0418
S2 0.1162 1.7146 3.0870
S3 0.2084 3.6570 -0.5742
S4 -1.5720 2.8309 2.9655
Cl1 3.6990 1.2978 1.7539
C45 3.3732 0.8837 3.4446
Cl2 2.7043 -0.7439 3.5992
H25 2.6352 1.5883 3.8193
H26 4.3124 0.9164 3.9838

Atoms 1-2, force components in eV/Å:
Bi 0.311 0.389 0.673
I 0.116 -0.114 0.180

## Properties
Total charge ... -2
Maximum force ... 1.16 eV/Å
Molar mass ... 1660.3 g mol⁻¹
HOMO ... -1.6 eV
Frontier orbital gap ... 4.5 eV
LUMO energy ... 0.10541 hartree
2S+1 ... 1

This record from OMol25 describes C4H11N3O in the gas phase at a distorted geometry. The level of theory is the ωB97M-V functional and the def2-TZVPD basis.

CARTESIAN COORDINATES (ANGSTROEM)
C1 -0.5854 0.6425 -1.8424
C2 -0.1700 0.2678 -0.4479
C3 -1.0345 -0.3060 0.3937
N1 -0.7896 -0.8027 1.6647
N2 -1.8430 -0.8210 2.6091
C4 1.4211 0.5109 -0.1188
N3 2.3016 0.1861 -1.1950
O1 1.8392 -0.0843 1.0703
H1 -0.0783 0.0332 -2.5947
H2 -1.6558 0.5020 -1.9827
H3 -0.3410 1.6874 -2.0456
H4 -2.0456 -0.5174 0.0481
H5 0.0737 -0.4711 2.0801
H6 -2.3817 0.0464 2.5946
H7 -2.4711 -1.5882 2.3856
H8 1.2234 1.5949 0.0217
H9 2.1384 -0.7506 -1.5524
H10 2.2517 0.8453 -1.9582
H11 2.1470 -0.9752 0.8699

Atoms 1-2, force components in eV/Å:
C 0.155 -0.064 0.201
C 1.616 -1.179 0.101

## Properties
Total charge ... 0
Maximum force ... 3.84 eV/Å
SMILES string ... C/C(=C/NN)[C@H](N)O
Molar mass ... 117.2 g mol⁻¹
HOMO ... -7.8 eV
Frontier orbital gap ... 8.6 eV
LUMO energy ... 0.03122 hartree
2S+1 ... 1

This record from OMol25 describes 9 unconnected molecules or ions with the total composition C48H42ClFN8O16Si. The level of theory is the ωB97M-V functional and the def2-TZVPD basis.

CARTESIAN COORDINATES (ANGSTROEM)
O1 3.3206 -3.2664 -1.7214
N1 2.2715 -2.9749 -1.1806
O2 1.8053 -3.5635 -0.2254
C1 1.5252 -1.8323 -1.7145
C2 2.0242 -1.1622 -2.8162
C3 1.3153 -0.0896 -3.3243
C4 0.1238 0.3016 -2.7318
C5 -0.3627 -0.3787 -1.6235
C6 0.3408 -1.4546 -1.1073
H1 2.9533 -1.4638 -3.2750
H2 1.6910 0.4459 -4.1830
H3 -0.4283 1.1414 -3.1347
H4 -1.2905 -0.0694 -1.1619
H5 -0.0342 -1.9842 -0.2448
O3 -3.0481 1.9445 -3.5639
N2 -3.8848 1.7958 -4.4319
O4 -4.6945 2.6382 -4.7597
C7 -3.9184 0.5056 -5.1331
C8 -3.0302 -0.4850 -4.7592
C9 -3.0738 -1.7081 -5.4064
C10 -3.9990 -1.9247 -6.4178
C11 -4.8793 -0.9163 -6.7875
C12 -4.8420 0.3087 -6.1427
H6 -2.3103 -0.3168 -3.9728
H7 -2.3887 -2.4935 -5.1201
H8 -4.0359 -2.8835 -6.9182
H9 -5.5978 -1.0868 -7.5772
H10 -5.5274 1.0925 -6.4275
O5 4.2712 -1.5085 10.9713
N3 3.7541 -2.4217 10.3661
O6 2.9215 -3.1747 10.8358
C13 4.1607 -2.6389 8.9728
C14 5.1305 -1.8232 8.4199
C15 5.5271 -2.0450 7.1121
C16 4.9522 -3.0702 6.3735
C17 3.9731 -3.8738 6.9421
C18 3.5724 -3.6604 8.2500
H11 5.5775 -1.0262 8.9944
H12 6.2884 -1.4186 6.6679
H13 5.2699 -3.2420 5.3507
H14 3.5237 -4.6702 6.3656
H15 2.8133 -4.2869 8.6930
O7 1.9462 3.5467 -1.4371
N4 2.8720 2.7631 -1.3887
O8 3.0910 1.9074 -2.2234
C19 3.7927 2.8534 -0.2490
C20 3.5552 3.7958 0.7331
C21 4.4179 3.8729 1.8123
C22 5.5014 3.0096 1.8977
C23 5.7292 2.0713 0.8996
C24 4.8716 1.9902 -0.1835
H16 2.7134 4.4674 0.6681
H17 4.2430 4.6045 2.5881
H18 6.1708 3.0675 2.7456
H19 6.5745 1.4010 0.9662
H20 5.0477 1.2605 -0.9592
O9 -6.2715 -5.9607 -7.4666
N5 -6.4923 -5.3085 -6.4675
O10 -5.7151 -5.1731 -5.5447
C25 -7.7920 -4.6316 -6.3663
C26 -8.7158 -4.7903 -7.3824
C27 -9.9472 -4.1665 -7.2730
C28 -10.2382 -3.3927 -6.1580
C29 -9.2958 -3.2364 -5.1512
C30 -8.0632 -3.8592 -5.2522
H21 -8.4882 -5.3922 -8.2490
H22 -10.6817 -4.2862 -8.0567
H23 -11.2030 -2.9109 -6.0730
H24 -9.5230 -2.6313 -4.2849
H25 -7.3303 -3.7407 -4.4686
O11 2.4582 8.1113 1.1122
N6 2.5934 7.6364 0.0020
O12 3.5677 7.0085 -0.3613
C31 1.5001 7.8164 -0.9589
C32 0.3909 8.5509 -0.5881
C33 -0.6321 8.7230 -1.5037
C34 -0.5433 8.1590 -2.7709
C35 0.5768 7.4148 -3.1245
C36 1.6057 7.2453 -2.2131
H26 0.3174 8.9863 0.3968
H27 -1.5044 9.2997 -1.2293
H28 -1.3434 8.3024 -3.4756
H29 0.6559 6.9734 -4.0981
H30 2.4762 6.6680 -2.4851
O13 0.7620 6.9423 -6.3873
N7 -0.4406 7.0452 -6.2610
O14 -0.9942 7.9075 -5.6047
C37 -1.2855 6.0564 -6.9400
C38 -0.6851 5.0419 -7.6623
C39 -1.4844 4.0964 -8.2814
C40 -2.8661 4.1767 -8.1752
C41 -3.4528 5.2069 -7.4535
C42 -2.6602 6.1550 -6.8299
H31 0.3894 4.9800 -7.7434
H32 -1.0294 3.2940 -8.8447
H33 -3.4878 3.4330 -8.6555
H34 -4.5286 5.2688 -7.3735
H35 -3.1155 6.9542 -6.2655
O15 2.3393 -9.7952 13.4066
N8 2.5529 -8.7711 12.7907
O16 3.2075 -8.7041 11.7705
C43 1.9805 -7.5249 13.3181
C44 1.2586 -7.5614 14.4965
C45 0.7386 -6.3815 15.0012
C46 0.9415 -5.1862 14.3244
C47 1.6611 -5.1681 13.1375
C48 2.1858 -6.3441 12.6292
H36 1.1016 -8.4914 15.0213
H37 0.1768 -6.3937 15.9247
H38 0.5385 -4.2651 14.7238
H39 1.8169 -4.2392 12.6100
H40 2.7481 -6.3299 11.7078
F1 5.4950 -1.6385 0.4248
Si1 5.3431 -2.9780 1.2483
Cl1 5.9714 -2.6919 3.2142
H41 3.9511 -3.4159 1.2758
H42 6.2210 -3.9640 0.6214

Atoms 1-2, force components in eV/Å:
O 0.124 -0.055 0.056
N -0.003 -0.010 0.051

## Properties
Total charge ... 0
Maximum force ... 0.92 eV/Å
SMILES string ... O=[N+]([O-])c1ccccc1.O=[N+]([O-])c1ccccc1.O=[N+]([O-])c1ccccc1.O=[N+]([O-])c1ccccc1.O=[N+]([O-])c1ccccc1.O=[N+]([O-])c1ccccc1.O=[N+]([O-])c1ccccc1.O=[N+]([O-])c1ccccc1.F[SiH2]Cl
Molar mass ... 1069.4 g mol⁻¹
HOMO ... -9.8 eV
Frontier orbital gap ... 9.0 eV
LUMO energy ... -0.02934 hartree
2S+1 ... 1

| no. | calculated total energy (a.u.) |
| --- | --- |
| 1 | -272.5336 |
| 2 | -2559.7190 |
| 3 | -609.0195 |
| 4 | -6108.4173 |
| 5 | -398.4453 |
| 6 | -4345.1263 |